19
Properties=species:S:1:pos:R:3:forces:R:3:mulliken_charge:R:1 method="wB97M-V/def2-TZVPD" e_homo_ev=-8.98 lumo_ev=1.0 energy_ha=-667.226080 smiles=NCCNCCS e_above_lowest_kcal_mol=43.2 homo_lumo_gap_ha=0.3669 charge=0
N 2.9492 0.3238 2.2155 -0.03 1.23 -1.78 -0.562
C 2.5830 1.3597 1.1925 1.25 -2.30 -3.36 -0.520
C 1.6994 0.6375 0.0774 0.73 1.66 0.39 -0.539
N 0.3482 0.3267 0.5962 0.24 4.09 -4.67 -0.321
C -0.5395 0.1762 -0.5988 3.22 -1.07 -1.03 -0.498
C -1.9495 -0.2534 -0.2727 -0.48 1.52 0.49 -0.302
S -2.6829 -1.2509 -1.6068 0.19 0.23 0.26 -0.205
H 3.4788 0.7804 2.9373 -0.17 -0.21 0.56 0.225
H 2.0944 -0.1036 2.5445 0.15 0.21 0.52 0.188
H 2.1261 2.2313 1.5366 -0.98 1.34 0.89 0.356
H 3.4626 1.6990 0.5171 -0.73 -0.62 1.68 0.269
H 1.6130 1.2356 -0.9235 -0.06 -0.47 2.16 0.338
H 2.3766 -0.1613 -0.2528 -0.65 -0.75 0.23 0.304
H 0.3109 -0.3963 1.1827 -0.11 -3.73 2.54 0.186
H -0.3774 1.1848 -1.1839 -1.01 -2.03 0.98 0.202
H -0.0607 -0.6631 -1.2796 -0.66 1.52 0.89 0.200
H -2.3848 0.7867 -0.3190 -0.82 -1.50 0.78 0.278
H -2.0428 -0.7926 0.7310 0.12 1.07 -1.36 0.282
H -1.5132 -1.8594 -1.8526 -0.19 -0.21 -0.17 0.120

---

52
Properties=species:S:1:pos:R:3:forces:R:3:mulliken_charge:R:1 method="wB97M-V/def2-TZVPD" spin_multiplicity=6 e_homo_ev="-11.28 / -11.28" lumo_ev="-2.7 / -2.7" energy_ha=-4848.908079 e_above_lowest_kcal_mol=4.5 homo_lumo_gap_ha="0.3139 / 0.3138" charge=+1
Dy 0.5148 0.6782 0.7138 -2.19 -0.30 0.19 1.088
C -1.2787 2.2471 2.9531 -0.72 0.38 0.47 -0.709
O 0.0380 1.7318 2.7496 0.37 0.02 -0.42 -0.217
C 0.6109 1.2303 3.9425 -0.96 0.32 1.42 -0.522
C 2.0612 1.0398 3.7186 0.75 0.64 0.28 -0.716
O 2.1912 0.5395 2.3757 0.71 -0.73 0.06 -0.201
C 2.8751 -0.7226 2.2619 0.58 -0.46 -0.79 -0.571
C 3.4103 -0.8377 0.8171 -0.60 -0.44 0.68 -0.434
O 2.2336 -0.6088 -0.0101 1.51 -0.95 0.17 -0.128
C 2.4256 -0.9984 -1.3882 1.64 -0.35 0.62 -0.697
H -1.6140 1.8317 3.9265 -0.38 0.21 -0.85 0.431
H -1.1960 3.3470 3.0552 -0.23 -0.55 -0.20 0.258
H -1.9095 1.9599 2.0806 0.35 0.30 0.96 0.243
H 0.4424 1.9853 4.7496 0.17 -0.64 -0.42 0.571
H 0.1282 0.2709 4.2311 0.08 0.55 -0.31 0.286
H 2.6503 1.9772 3.8373 -0.40 -0.56 -0.45 0.274
H 2.4323 0.3392 4.4701 0.13 -0.13 -0.29 0.449
H 3.6784 -0.7443 2.9873 0.32 -0.04 0.00 0.564
H 2.2165 -1.5869 2.4541 -0.14 0.52 0.05 0.232
H 4.1481 -0.0552 0.5918 -0.03 -0.37 0.02 0.348
H 3.8085 -1.8871 0.6500 -0.39 1.31 0.08 0.359
H 2.7774 -2.0667 -1.4531 -0.39 1.12 0.09 0.357
H 1.4777 -0.8690 -1.8051 -1.41 -0.06 -1.03 0.163
H 3.1391 -0.2917 -1.8392 -0.13 -0.44 0.00 0.293
O -0.6120 -0.9763 2.1027 -0.77 -1.50 -0.27 -0.439
N -1.1892 -2.0812 1.6128 2.21 3.61 -1.94 -0.614
N -1.1425 -2.0073 0.3095 -0.75 1.25 1.50 0.892
O -0.7478 -0.8969 -0.3782 0.08 -1.39 1.58 -0.544
C -1.5662 -3.1436 -0.4157 0.80 -0.70 -1.19 0.332
C -1.2629 -3.1122 -1.7932 0.11 -0.21 0.55 -0.140
C -1.1968 -4.3338 -2.4695 -0.67 0.59 0.80 -0.782
C -1.6291 -5.4820 -1.8109 -0.56 0.36 0.55 -0.420
C -2.0221 -5.4756 -0.4694 -0.01 0.69 -0.15 -0.517
C -1.9250 -4.3000 0.2763 0.43 0.06 0.04 -0.386
H -1.0406 -2.1174 -2.2051 0.07 -0.87 -0.08 0.466
H -0.8618 -4.3927 -3.4844 -0.05 0.08 -0.43 0.407
H -1.8000 -6.3819 -2.3525 0.35 -0.62 -0.43 0.396
H -2.4099 -6.3777 -0.0215 0.14 -0.08 0.09 0.387
H -1.9762 -4.2429 1.3765 -0.37 -0.33 -0.84 0.399
Br 0.0728 5.2175 -5.5944 -0.01 -0.35 0.17 -0.140
C -0.9031 4.3681 -4.2198 -1.47 0.38 0.80 -0.155
C -2.2650 4.7469 -4.0237 1.27 -1.22 -0.59 -0.185
N -3.0204 4.2134 -3.0701 0.16 0.32 -0.24 -0.587
C -2.4285 3.4207 -2.1938 -1.09 -0.48 0.56 -0.225
C -1.0984 3.0733 -2.2289 0.12 -0.25 0.49 -0.118
C -0.3606 3.4939 -3.2851 2.66 1.01 -1.65 -0.023
C -0.4366 2.4125 -1.0913 -1.26 0.05 1.59 1.400
O -1.1442 2.1816 -0.0397 0.74 -0.21 -0.79 -0.656
O 0.7972 2.1241 -1.0541 0.38 -0.35 -0.64 -0.765
H -2.7459 5.3547 -4.7682 -0.15 0.46 0.02 0.394
H -3.0712 2.9666 -1.4500 0.02 0.22 0.21 0.476
H 0.7246 3.2386 -3.3287 -1.01 0.17 -0.04 0.424

---

14
Properties=species:S:1:pos:R:3:forces:R:3:mulliken_charge:R:1 method="wB97M-V/def2-TZVPD" e_homo_ev="-14.37 / -14.37" lumo_ev="-5.0 / -5.0" energy_ha=-609.832777 e_above_lowest_kcal_mol=23.3 homo_lumo_gap_ha="0.3437 / 0.3437" charge=+1
C -0.4574 -0.4993 -0.8289 -0.29 0.32 -0.32 0.052
C 0.1116 -1.8193 -0.4002 0.52 -0.29 0.42 -0.700
C 1.0019 -0.2377 1.4210 -0.80 0.41 -1.21 -0.310
C -0.5608 1.8951 -0.3615 -0.45 1.08 -0.37 -0.807
N -0.1701 0.5486 -0.2117 1.35 -1.51 1.45 -0.124
S 1.6613 -1.4589 0.4833 -0.15 -0.31 -0.24 0.074
H -1.1322 -0.5454 -1.6843 -0.06 0.26 0.01 0.433
H -0.5989 -2.3286 0.2541 -0.06 -0.03 -0.05 0.326
H 0.3273 -2.4649 -1.2538 0.03 0.04 0.13 0.415
H 1.6908 0.4872 1.8261 0.09 0.19 0.05 0.353
H 0.0585 -0.3562 1.9292 -0.08 -0.10 0.11 0.345
H -1.4643 2.0030 -0.9670 0.04 0.00 0.04 0.331
H 0.2555 2.4497 -0.8331 -0.08 -0.05 0.06 0.329
H -0.7231 2.3266 0.6269 -0.08 0.00 -0.10 0.284